1.
107
Properties=species:S:1:pos:R:3:forces:R:3 method="wB97M-V/def2-TZVPD" charge=-2
Rh 0.5990 0.5465 0.3390 -0.02 1.04 0.61
C -5.6328 3.7355 0.3215 -0.03 0.03 -0.01
C -4.7087 4.3928 1.1167 0.00 0.01 0.02
C -3.4086 3.9135 1.2285 0.02 -0.01 0.04
C -3.0088 2.7788 0.5354 -0.02 -0.11 -0.13
C -3.9626 2.0903 -0.2126 -0.03 0.00 0.12
C -5.2561 2.5684 -0.3315 0.01 -0.04 -0.01
C -1.6177 2.1871 0.6868 -0.26 -0.03 -0.10
C -1.7669 1.1024 1.7404 -0.15 0.03 -0.01
C -2.7064 0.6979 2.7117 0.15 -0.02 -0.05
C -2.3222 -0.5891 3.0974 -0.03 0.01 -0.06
C -1.1739 -0.9344 2.3393 -0.13 0.10 0.10
N -0.8761 0.1497 1.5757 0.44 -0.34 0.07
C -0.5802 -2.1959 2.0713 -0.01 -0.06 0.06
C 0.2896 -2.4245 1.0155 0.12 0.03 -0.07
C 0.8486 -3.6846 0.5879 -0.02 0.03 0.06
C 1.6423 -3.4446 -0.4796 0.04 0.03 -0.01
C 1.6495 -2.0187 -0.6986 0.08 -0.02 0.19
C 2.5308 -1.3315 -1.5748 0.00 -0.06 -0.14
C 3.1129 -2.1508 -2.6655 -0.10 0.03 -0.09
C 2.2448 -2.8726 -3.4917 0.00 0.02 -0.01
C 2.7423 -3.6594 -4.5175 0.05 -0.01 0.00
C 4.1110 -3.7358 -4.7443 -0.01 -0.02 -0.03
C 4.9802 -3.0281 -3.9267 0.02 0.00 -0.02
C 4.4844 -2.2479 -2.8921 0.04 -0.01 0.06
C 2.9227 -0.0036 -1.4133 -0.01 -0.15 0.28
N 2.4933 0.8145 -0.3928 -0.48 -0.18 -0.54
C 3.2529 1.9618 -0.4036 -0.18 0.11 0.43
C 3.0578 3.0314 0.5077 0.08 -0.01 -0.26
C 4.1981 3.8173 1.0096 -0.07 0.04 -0.15
C 5.5158 3.6709 0.5361 -0.01 0.01 0.00
C 6.5667 4.4043 1.0565 0.02 0.02 -0.01
C 6.3668 5.2974 2.1004 0.06 0.00 0.04
C 5.0899 5.4137 2.6285 -0.01 0.01 0.01
C 4.0346 4.6893 2.1018 0.01 0.00 0.02
C 1.7162 3.3720 0.9295 0.01 -0.03 0.12
C 1.1579 4.6423 1.1826 -0.02 0.01 0.02
C -0.2372 4.4924 1.2287 0.06 -0.04 0.07
C -0.4889 3.1370 1.0150 0.03 -0.23 0.06
N 0.6800 2.4902 0.8584 0.26 -0.13 -0.21
C 4.1417 1.8895 -1.5272 0.16 -0.15 -0.02
C 3.9100 0.7111 -2.1710 0.11 0.12 -0.02
N 0.8177 -1.4372 0.1805 -0.17 -0.03 -0.12
C -0.9609 -3.3146 2.9710 -0.02 -0.08 -0.17
C -1.4171 -4.5369 2.4760 -0.10 0.06 0.06
C -1.7360 -5.5721 3.3418 0.00 0.01 0.02
C -1.6182 -5.4013 4.7145 -0.02 -0.04 -0.01
C -1.1898 -4.1801 5.2159 0.00 0.01 0.05
C -0.8651 -3.1463 4.3514 0.06 0.01 0.05
H -6.6409 4.1189 0.2210 -0.02 0.00 0.01
H -4.9958 5.2852 1.6597 -0.01 0.02 0.01
H -2.7084 4.4135 1.8804 0.02 0.04 -0.01
H -3.6694 1.1681 -0.6920 -0.02 0.02 0.02
H -5.9736 2.0225 -0.9324 -0.01 0.00 0.00
H -3.5684 1.2544 3.0435 -0.02 0.01 0.02
H -2.8552 -1.2508 3.7609 -0.01 -0.01 0.04
H 0.6443 -4.6489 1.0172 -0.02 -0.02 0.03
H 2.1869 -4.1710 -1.0576 0.02 -0.01 -0.02
H 1.1755 -2.8026 -3.3206 -0.03 0.01 0.02
H 2.0522 -4.2164 -5.1382 -0.01 -0.01 -0.02
H 4.4978 -4.3505 -5.5484 0.01 -0.01 -0.01
H 6.0499 -3.0914 -4.0862 0.03 -0.01 0.00
H 5.1652 -1.7229 -2.2333 0.01 0.01 0.00
H 5.7337 2.9487 -0.2314 0.04 0.00 0.06
H 7.5600 4.2618 0.6462 0.01 -0.01 0.01
H 7.1948 5.8570 2.5182 0.00 0.02 -0.02
H 4.9085 6.0662 3.4746 0.00 0.01 0.01
H 3.0631 4.7671 2.5632 0.03 -0.01 0.03
H 1.6988 5.5733 1.2273 -0.04 0.03 0.00
H -0.9535 5.2903 1.3276 0.00 0.03 0.02
H 4.7983 2.6749 -1.8596 -0.02 0.01 -0.06
H 4.3527 0.3803 -3.0954 0.02 -0.02 -0.02
H -1.5449 -4.6788 1.4131 0.06 -0.04 -0.03
H -2.0800 -6.5128 2.9302 -0.01 -0.01 -0.01
H -1.8603 -6.2143 5.3892 -0.02 0.01 0.00
H -1.1028 -4.0295 6.2857 0.01 -0.01 0.00
H -0.5185 -2.1969 4.7394 0.00 0.00 0.00
C -1.3663 3.4965 -1.8931 -0.01 0.05 -0.03
C -0.9987 2.0082 -1.8380 -0.09 -0.03 0.17
C 0.3995 1.8824 -2.4400 0.05 -0.10 0.09
C -1.9358 1.2300 -2.7728 -0.11 0.06 -0.02
N -1.1147 1.3540 -0.4830 -0.08 0.16 -0.19
H -1.2799 3.8198 -2.9340 -0.02 0.02 -0.02
H -0.6939 4.1069 -1.2921 0.04 0.00 -0.01
H -2.3893 3.6863 -1.5711 0.03 0.05 -0.08
H 0.3718 2.2446 -3.4710 -0.01 0.02 0.00
H 0.7147 0.8404 -2.4595 0.02 -0.04 -0.04
H 1.1291 2.4715 -1.8873 0.05 0.03 0.03
H -1.7978 1.5664 -3.8044 -0.01 0.00 -0.05
H -2.9826 1.3941 -2.5101 0.05 -0.01 -0.08
H -1.7160 0.1652 -2.7181 0.04 -0.06 -0.03
O -1.4755 -6.0289 -0.4959 0.01 -0.04 -0.04
S -2.1505 -5.2272 -1.5039 -0.04 -0.10 0.04
O -3.0202 -5.9702 -2.3932 0.05 -0.04 0.00
N -1.1531 -4.2593 -2.2849 -0.01 0.07 -0.11
C -1.4085 -2.9579 -2.0251 -0.23 0.01 0.16
O -0.8507 -1.9784 -2.5067 0.31 -0.09 -0.27
C -2.5398 -2.7682 -1.0350 0.12 0.07 -0.06
C -3.0116 -1.5737 -0.5178 0.02 -0.09 0.01
C -4.0829 -1.6351 0.3643 0.01 -0.01 0.00
C -4.6432 -2.8612 0.7239 -0.01 -0.02 0.03
C -4.1465 -4.0560 0.2150 0.01 0.04 -0.01
C -3.0881 -3.9727 -0.6699 -0.14 -0.02 0.04
H -2.5119 -0.6447 -0.7723 0.01 0.04 0.05
H -4.4663 -0.7222 0.8026 0.00 0.00 0.03
H -5.4632 -2.8831 1.4324 -0.01 0.00 0.00
H -4.5617 -5.0110 0.5088 -0.02 -0.03 0.00

=====

2.
115
Properties=species:S:1:pos:R:3:forces:R:3 method="wB97M-V/def2-TZVPD" de_lowest_kcal_mol=0.0 spin_multiplicity=5 charge=0
Ir -0.6146 0.8000 -1.0958 -0.89 1.95 -0.57
N 1.6778 -0.4694 0.2194 -0.71 0.58 -0.62
S 1.9784 -2.5612 1.5456 1.14 -0.73 0.47
N 3.1488 -1.8969 2.4962 0.12 -0.04 -0.37
S 3.3282 -0.3353 2.7778 -0.53 -0.11 0.69
N 2.2835 0.4223 3.5472 0.79 0.34 -0.03
S 0.1462 0.1997 3.1702 -0.66 -0.09 -0.07
N 0.9152 0.3878 0.1062 1.43 0.09 0.70
C -0.1044 -1.2342 4.1669 -0.09 -0.08 0.09
C -0.7228 -2.3312 3.5701 0.04 0.11 -0.15
C -0.9509 -3.4790 4.3135 0.03 -0.07 0.04
C -0.5505 -3.5428 5.6403 0.01 0.02 -0.03
C 0.0795 -2.4505 6.2258 0.02 0.02 0.03
C 0.2990 -1.2922 5.4989 0.10 0.00 -0.09
C -0.2977 1.4910 4.3288 0.06 -0.07 -0.05
C -1.6583 1.7598 4.4329 -0.02 -0.01 0.01
C -2.0980 2.7290 5.3202 -0.03 -0.02 0.03
C -1.1833 3.4231 6.1011 0.05 0.04 -0.02
C 0.1742 3.1657 5.9743 -0.05 0.00 -0.03
C 0.6264 2.2029 5.0807 0.04 -0.02 -0.04
C 4.7760 -0.4392 3.8359 0.17 -0.03 -0.12
C 5.8246 0.4572 3.6865 -0.13 -0.02 -0.08
C 6.9056 0.3914 4.5541 0.02 0.01 0.04
C 6.9359 -0.5594 5.5630 0.00 0.03 -0.06
C 5.8720 -1.4401 5.7166 0.01 0.01 0.05
C 4.7864 -1.3753 4.8609 -0.13 -0.03 -0.05
C 3.9908 0.5248 1.3519 -0.06 -0.15 -0.06
C 4.8203 -0.1242 0.4490 -0.08 -0.07 0.01
C 5.2312 0.5567 -0.6839 0.05 -0.01 -0.02
C 4.8215 1.8682 -0.8997 -0.06 0.01 0.02
C 4.0293 2.5179 0.0365 0.07 -0.01 -0.01
C 3.6228 1.8482 1.1808 -0.16 -0.07 0.09
C 1.8993 -4.1830 2.3479 -0.19 0.04 0.14
C 1.1674 -5.1697 1.6980 -0.13 0.18 -0.10
C 1.0276 -6.4125 2.2926 0.03 -0.01 0.01
C 1.6168 -6.6681 3.5251 -0.01 0.03 0.04
C 2.3446 -5.6760 4.1643 -0.06 -0.08 -0.03
C 2.4798 -4.4244 3.5792 0.04 0.14 -0.04
C 3.0002 -3.1310 0.1568 -0.06 0.24 -0.21
C 4.2646 -3.6294 0.4410 -0.06 -0.06 0.08
C 5.0994 -3.9895 -0.6024 0.00 -0.02 0.02
C 4.6755 -3.8339 -1.9181 -0.02 0.06 0.01
C 3.4177 -3.3184 -2.1870 0.07 -0.08 -0.05
C 2.5641 -2.9705 -1.1471 -0.17 0.02 0.13
H -1.0183 -2.2742 2.5286 -0.08 0.00 -0.04
H -1.4400 -4.3266 3.8503 0.02 0.00 -0.02
H -0.7224 -4.4412 6.2191 -0.01 0.00 -0.02
H 0.4062 -2.5001 7.2571 -0.03 0.00 0.00
H 0.7934 -0.4404 5.9463 0.00 0.00 0.02
H -2.3604 1.2099 3.8181 -0.01 0.03 0.00
H -3.1559 2.9421 5.4045 0.00 -0.02 -0.01
H -1.5276 4.1717 6.8036 -0.01 0.00 -0.02
H 0.8891 3.7139 6.5747 0.00 0.00 -0.01
H 1.6784 1.9931 4.9563 0.01 -0.01 0.04
H 5.7975 1.1923 2.8938 0.07 0.01 0.02
H 7.7280 1.0846 4.4336 -0.01 -0.01 0.00
H 7.7878 -0.6140 6.2282 -0.01 -0.01 0.01
H 5.8927 -2.1805 6.5060 -0.03 0.01 -0.01
H 3.9447 -2.0430 4.9718 0.01 -0.02 0.06
H 5.1021 -1.1562 0.6150 0.01 0.02 -0.03
H 5.8592 0.0584 -1.4113 -0.02 -0.01 0.00
H 5.1086 2.3784 -1.8099 0.03 0.01 0.02
H 3.7117 3.5387 -0.1300 0.01 0.00 0.00
H 2.9938 2.3147 1.9286 -0.05 0.02 -0.05
H 0.6928 -4.9458 0.7500 -0.02 -0.04 -0.04
H 0.4584 -7.1871 1.7952 -0.01 0.03 -0.02
H 1.4973 -7.6383 3.9906 0.03 0.00 -0.02
H 2.8073 -5.8751 5.1226 -0.02 0.04 0.00
H 3.0301 -3.6354 4.0653 0.03 0.01 0.02
H 4.5911 -3.7036 1.4704 0.03 -0.05 0.00
H 6.0863 -4.3812 -0.3913 -0.01 0.00 0.01
H 5.3356 -4.1052 -2.7324 -0.01 0.01 0.00
H 3.1025 -3.1700 -3.2118 -0.05 -0.03 0.03
H 1.5822 -2.5667 -1.3426 -0.02 0.05 -0.06
S -2.7757 4.2389 0.7677 0.08 -0.09 -0.05
C -1.3498 3.9866 1.7031 -0.16 0.09 -0.15
C -0.5657 3.0035 1.1904 0.22 0.15 0.14
C -1.1116 2.3947 0.0257 -0.55 -0.66 0.21
C -2.3214 2.9715 -0.3152 0.19 0.31 0.36
C -3.0461 2.5273 -1.4735 -0.14 -0.22 -0.31
C -4.1117 3.2060 -2.0717 0.07 0.08 0.19
C -4.6413 2.7383 -3.2530 0.10 -0.12 -0.01
C -4.0970 1.5897 -3.8251 -0.16 0.11 -0.01
C -3.0598 0.9593 -3.1751 0.12 -0.21 -0.09
N -2.5478 1.3960 -2.0240 0.22 0.15 0.23
H -1.2001 4.5779 2.5939 0.08 -0.02 -0.01
H 0.3751 2.7110 1.6399 0.00 -0.06 -0.04
H -4.4696 4.1157 -1.6068 -0.06 -0.01 -0.05
H -5.4497 3.2650 -3.7424 -0.01 0.01 0.02
H -4.4549 1.2108 -4.7718 -0.01 -0.05 0.03
H -2.5911 0.0799 -3.6016 0.06 0.02 0.06
F -1.9715 1.0657 -10.0492 0.07 -0.02 0.03
C -0.8966 0.3876 -9.5890 -0.03 -0.01 -0.17
F -1.1352 -0.9175 -9.8157 0.02 0.06 0.03
F 0.1363 0.7368 -10.3881 -0.04 0.00 0.04
C -0.6232 0.6844 -8.1491 -0.02 -0.07 0.03
C -0.4302 -0.3447 -7.2372 0.01 0.05 -0.01
C -0.1817 -0.0475 -5.9096 0.01 0.06 -0.04
C -0.1462 1.2838 -5.4695 -0.12 -0.19 0.01
C -0.3345 2.3073 -6.4034 0.05 0.07 0.02
C -0.5620 2.0088 -7.7335 0.01 -0.02 0.00
C -0.0039 1.5196 -4.0713 0.15 0.20 0.14
C 0.0306 1.5981 -2.8489 0.55 -0.36 -0.85
H -0.4825 -1.3735 -7.5658 0.02 0.00 0.01
H -0.0232 -0.8373 -5.1862 -0.03 0.00 -0.01
H -0.3074 3.3361 -6.0701 -0.01 -0.01 -0.01
H -0.7036 2.8044 -8.4540 -0.02 0.01 0.02
C -2.7735 -2.5516 -1.5870 0.29 0.18 0.00
S -1.2738 -1.9728 -0.8127 -0.73 -1.12 0.33
O -0.6259 -3.1360 -0.2401 0.18 -0.09 -0.09
O -1.6878 -0.9761 0.1818 -0.08 -0.47 -0.02
O -0.4942 -1.3388 -1.9073 -0.16 0.22 0.28
H -3.2715 -3.2400 -0.9095 0.01 0.02 0.01
H -2.4922 -3.0445 -2.5153 -0.07 -0.07 0.03
H -3.3996 -1.6836 -1.7854 -0.01 -0.03 -0.03

=====

3.
107
Properties=species:S:1:pos:R:3:forces:R:3 method="wB97M-V/def2-TZVPD" charge=+2
W 0.4837 -0.5096 -0.4825 -0.30 -0.24 -0.16
C 1.5952 7.0503 1.2044 -0.01 0.01 0.03
C 0.5491 6.2068 1.5438 -0.06 0.05 0.05
C 0.5381 4.9028 1.0861 0.02 -0.09 -0.06
C 1.5788 4.4314 0.2900 -0.01 0.33 0.04
C 2.6217 5.2790 -0.0540 -0.04 -0.15 -0.08
C 2.6260 6.5861 0.4037 -0.01 0.12 0.02
C 1.5125 3.0091 -0.1087 0.88 -0.75 1.43
C 0.7892 2.6543 -1.2368 -0.70 -0.38 -1.09
C 0.3958 3.5902 -2.2305 0.30 -0.42 0.61
C -0.1956 2.8765 -3.2241 -0.13 -0.48 0.03
C -0.2215 1.5146 -2.8053 0.42 0.47 0.20
C -1.0018 0.5806 -3.5374 -0.52 -0.25 0.32
C -0.9986 0.8053 -4.9849 0.11 0.01 -0.27
C 0.2437 1.1689 -5.5386 0.02 -0.08 0.12
C 0.4014 1.3739 -6.8919 -0.03 -0.04 -0.17
C -0.6757 1.2034 -7.7480 0.08 -0.01 0.13
C -1.9141 0.8685 -7.2229 -0.13 0.02 0.03
C -2.0824 0.6892 -5.8611 -0.11 -0.03 0.00
C -1.7790 -0.3709 -2.8409 0.04 -0.03 -0.34
N -1.5434 -0.7237 -1.5308 -0.36 0.03 0.44
C -2.6889 -1.3875 -1.1200 0.61 0.73 -1.34
C -2.8982 -2.0903 0.0779 1.30 -0.78 1.68
C -4.2352 -2.5381 0.4669 -0.29 -0.10 0.16
C -5.2424 -1.6105 0.7264 0.10 0.02 -0.14
C -6.4915 -2.0431 1.1316 -0.11 0.04 0.04
C -6.7545 -3.3978 1.2591 0.05 -0.03 0.01
C -5.7589 -4.3222 0.9865 -0.09 -0.06 0.08
C -4.4974 -3.8983 0.6172 0.03 0.09 -0.14
C -1.7964 -2.4394 0.8583 -1.15 0.89 -1.63
C -1.6546 -3.2094 2.0369 0.91 -0.22 0.42
C -0.3021 -3.2572 2.3445 -0.88 -0.54 0.33
C 0.3559 -2.5148 1.3492 -0.42 1.02 -1.18
N -0.5498 -2.0249 0.4595 0.95 -0.99 1.29
C 2.4033 -1.1980 2.1134 -0.07 0.10 -0.63
C 2.6032 0.1960 1.7237 -1.03 -0.27 -0.85
C 3.2887 1.1895 2.4282 0.17 1.00 -0.09
C 2.9678 2.3886 1.8252 0.32 -0.62 0.69
C 2.1000 2.0833 0.7543 -0.81 0.47 -1.32
N 1.8837 0.7127 0.6842 0.75 -0.40 0.56
C 1.5948 -1.8665 0.9654 -0.03 -0.08 0.70
C 2.2090 -1.4396 3.5354 0.09 -0.38 0.50
C 2.3939 -2.6526 4.0917 -0.31 0.99 0.14
C 2.8778 -3.7558 3.3215 0.30 -0.42 -0.78
C 3.2191 -3.6011 2.0292 -0.18 -0.23 0.54
C 2.9903 -2.3581 1.3049 -0.11 0.63 -0.60
C -3.6169 -1.4805 -2.1951 0.30 0.10 0.19
C -3.0229 -0.9158 -3.2807 0.23 0.05 -0.04
N 0.4004 1.3653 -1.5930 -0.19 0.62 0.04
H 1.6011 8.0679 1.5627 0.03 0.10 0.01
H -0.2631 6.5619 2.1614 -0.03 0.06 0.03
H -0.2845 4.2413 1.3269 -0.09 -0.04 0.03
H 3.4210 4.9196 -0.6834 0.14 -0.05 -0.07
H 3.4351 7.2458 0.1313 0.08 0.05 -0.02
H 0.5759 4.6446 -2.1860 0.00 0.26 0.03
H -0.6505 3.2482 -4.1179 -0.07 0.09 -0.22
H 1.0979 1.2848 -4.8875 0.07 -0.06 0.00
H 1.3631 1.6686 -7.2806 0.12 -0.03 -0.04
H -0.5506 1.3427 -8.8104 -0.02 0.03 -0.10
H -2.7656 0.7708 -7.8806 -0.06 0.01 0.00
H -3.0806 0.5288 -5.4904 -0.04 -0.03 0.03
H -5.0317 -0.5556 0.6210 -0.02 0.12 -0.04
H -7.2684 -1.3247 1.3401 -0.06 0.10 0.03
H -7.7304 -3.7352 1.5727 -0.10 -0.01 -0.02
H -5.9676 -5.3769 1.0565 -0.02 -0.15 0.05
H -3.7255 -4.6164 0.3885 0.11 -0.12 -0.01
H -2.4549 -3.6828 2.5728 -0.16 -0.08 0.10
H 0.1462 -3.7678 3.1719 0.05 -0.11 0.09
H 3.9510 1.0208 3.2558 0.09 -0.01 0.15
H 3.3030 3.3701 2.0939 0.09 0.25 0.02
H 1.9812 -0.5676 4.1314 -0.05 -0.03 0.19
H 2.2544 -2.7825 5.1527 -0.04 0.00 0.17
H 3.0581 -4.6937 3.8193 0.08 -0.17 0.05
H 3.7266 -4.3872 1.4920 0.07 -0.16 -0.01
H 3.7577 -2.1192 0.5782 -0.15 0.13 0.15
H -4.5703 -1.9715 -2.1469 -0.13 -0.05 0.01
H -3.4230 -0.8763 -4.2704 -0.09 0.03 -0.15
C 4.9132 -1.1372 -1.7102 0.01 0.00 -0.03
C 3.5123 -1.6524 -1.7569 -0.33 -0.36 0.10
C 3.2481 -3.0015 -1.5551 -0.27 0.19 -0.19
C 1.9454 -3.4961 -1.6334 0.35 0.30 -0.14
C 0.9137 -2.7032 -2.1076 -0.11 0.53 -0.12
C 1.1538 -1.3367 -2.4639 0.71 0.03 -0.50
C 2.4376 -0.7901 -2.0728 -0.49 -0.37 -0.52
H 5.5848 -1.8564 -1.2498 0.07 -0.05 0.02
H 4.9915 -0.1946 -1.1734 -0.07 0.12 0.06
H 5.2587 -0.9633 -2.7290 0.10 0.06 -0.06
H 4.0544 -3.6876 -1.3548 0.18 -0.05 0.15
H 1.7646 -4.5374 -1.4151 -0.06 -0.14 -0.02
H -0.0235 -3.1698 -2.4039 0.03 0.18 0.25
H 0.6565 -0.9392 -3.3579 -0.03 0.03 0.66
H 2.6921 0.2068 -2.4472 -0.15 -0.19 0.38
S -1.2286 0.8767 1.0168 0.07 -0.07 -0.66
C -1.0145 0.8515 2.7323 0.17 -0.01 -0.48
N -0.1073 1.6356 3.2897 0.02 -0.03 0.09
C -0.0311 1.8595 4.7241 0.00 -0.03 0.42
C -0.5369 0.6256 5.4640 -0.09 0.08 -0.14
C -1.9050 0.2291 4.9202 0.06 0.05 0.44
N -1.8400 0.1275 3.4707 -0.02 0.03 0.08
H 0.4541 2.2150 2.6761 -0.13 -0.17 -0.03
H -0.6474 2.7269 4.9834 0.13 -0.01 0.01
H 1.0064 2.0819 4.9795 -0.09 0.00 0.01
H -0.6146 0.8422 6.5281 0.03 -0.03 -0.02
H 0.1586 -0.2025 5.3294 0.02 -0.03 0.03
H -2.6555 0.9751 5.2036 0.02 -0.10 -0.03
H -2.2154 -0.7369 5.3199 0.00 0.07 -0.03
H -2.5326 -0.4275 2.9869 0.17 0.12 -0.10

=====

| no. | molecular weight (g/mol) | DFT total energy (hartree) |
| --- | --- | --- |
| 1 | 968.945 | -3183.57883 |
| 2 | 1231.527 | -5015.72300 |
| 3 | 1004.906 | -2915.57476 |